Entry 1:
Entry from the Open Molecules 2025 dataset: a cluster of 3 separate species, C4H10N2 in total at a distorted geometry (ωB97M-V/def2-TZVPD).

```
16
Properties=species:S:1:pos:R:3
C -0.70271 0.29281 -0.37279
C 0.00959 -1.05075 -0.32503
C 1.58917 -0.41348 -0.61798
C 0.06209 0.91065 0.79301
H -2.72806 0.79717 0.03860
H -2.26507 -0.61673 0.58580
H -0.53071 0.87163 -1.35338
H -0.24864 -1.51832 1.11378
H -0.55505 -2.04770 -1.29242
H 2.43296 -1.27163 -0.11352
H 1.90854 -0.26352 -1.89122
H 2.15241 1.08993 0.78154
H -0.06144 0.35364 1.71157
H -0.34902 1.90299 1.07831
N -2.12818 0.06462 -0.19989
N 1.41410 0.89865 0.06363
```

Summary:
E_HOMO, eV: -9.056
Relative energy (zero: lowest compared OMol25 entry of this formula, charge and spin), kcal/mol: 139.98
Gap between HOMO and LUMO, hartree: 0.3642

Entry 2:
Entry from the Open Molecules 2025 dataset: the ion C4H3N2OS with charge -1 at a distorted geometry (ωB97M-V/def2-TZVPD).

```
11
Properties=species:S:1:pos:R:3
O -3.52432 1.32242 0.01570
C -2.29943 1.21126 0.11503
C -1.41452 0.22561 0.08270
N -0.73993 -0.79722 0.07498
C 0.35032 -1.42745 -0.21152
C 1.63791 -0.73959 0.05254
N 1.62681 0.53311 0.04370
S 2.99442 1.42748 0.05604
H -1.67662 2.23795 0.14123
H 0.48096 -2.50432 -0.44773
H 2.56438 -1.48924 0.07733
```

Summary:
E_HOMO, eV: -3.096
Relative energy (zero: lowest compared OMol25 entry of this formula, charge and spin), kcal/mol: 92.96
Gap between HOMO and LUMO, hartree: 0.2325
Total charge: -1

Entry 3:
Entry from the Open Molecules 2025 dataset: a cluster of 2 separate species, C14H16 in total at a distorted geometry (ωB97M-V/def2-TZVPD).

```
30
Properties=species:S:1:pos:R:3
C 3.35469 0.40964 -3.40572
C 2.40735 -0.42609 -2.59645
C 1.37619 0.17644 -1.96002
C 0.48483 -0.58157 -1.25756
C 0.74215 -1.90404 -0.96724
C 1.84067 -2.50859 -1.47514
C 2.59338 -1.79401 -2.35309
H 4.03224 1.08492 -2.94448
H 2.81176 1.05866 -4.09361
H 4.01444 -0.45265 -4.01394
H 1.15635 1.28801 -2.26744
H -0.20591 -0.03989 -0.57814
H -0.05886 -2.25213 -0.42880
H 2.11761 -3.52336 -1.33433
H 3.46855 -2.30739 -2.88273
C -2.56541 -1.29640 1.37975
C -2.07166 0.13383 1.84821
C -3.08688 0.95856 2.11392
C -2.74407 2.24361 2.42653
C -1.45480 2.62203 2.63539
C -0.32450 1.74761 2.22172
C -0.71583 0.40692 1.87738
H -3.21984 -1.64138 2.12958
H -1.66131 -1.89812 1.12649
H -3.18398 -1.27784 0.47287
H -4.20164 0.60394 2.13831
H -3.54680 2.94674 2.73335
H -1.15775 3.51803 2.99021
H 0.66471 2.16709 2.33322
H -0.04626 -0.40225 1.69333
```

Summary:
E_HOMO, eV: -9.028
Relative energy (zero: lowest compared OMol25 entry of this formula, charge and spin), kcal/mol: 58.61
Gap between HOMO and LUMO, hartree: 0.3667

Entry 4:
Entry from the Open Molecules 2025 dataset: a cluster of 6 separate species, C42H37N5O4S in total (ωB97M-V/def2-TZVPD).

```
89
Properties=species:S:1:pos:R:3
O 2.08880 1.70274 -1.72142
C 2.44729 1.46342 -2.83786
O 2.17984 2.25365 -3.90182
C 2.78867 3.55937 -3.86784
C 2.05275 4.42986 -4.88133
C 0.86794 5.13309 -4.25930
C 1.09120 6.14574 -3.32637
C 0.04924 6.81246 -2.70192
C -1.26557 6.46660 -2.98187
C -1.50797 5.45062 -3.89260
C -0.45615 4.79376 -4.54903
C -0.84066 3.73026 -5.53179
O -0.28766 3.56681 -6.59429
C -2.01394 2.90484 -5.10963
C -2.07274 1.54182 -5.36346
C -3.17569 0.82261 -4.91893
S -3.28654 -0.92623 -5.25318
C -4.21153 1.46795 -4.24627
C -4.15993 2.83313 -4.01111
C -3.04981 3.55094 -4.43880
C -2.90941 5.01540 -4.18427
O -3.84560 5.77898 -4.21608
H 3.01003 0.55531 -3.09542
H 3.84078 3.46495 -4.15078
H 2.74358 3.97766 -2.86189
H 2.73889 5.17052 -5.29114
H 1.72653 3.77303 -5.68150
H 2.10812 6.43028 -3.07940
H 0.25483 7.59237 -1.98054
H -2.11008 6.95101 -2.51083
H -1.26596 1.04868 -5.88748
H -2.93859 -1.35766 -4.03418
H -5.06546 0.90104 -3.90177
H -4.96377 3.35252 -3.50789
C 1.24981 -0.58830 0.35347
C 2.14444 -1.02846 1.31774
C 1.77192 -2.08108 2.13810
N 0.59208 -2.69554 2.06074
C -0.26086 -2.26118 1.13284
C 0.01999 -1.22123 0.26039
H 1.51156 0.22799 -0.31139
H 3.11728 -0.56625 1.42596
H 2.44772 -2.46046 2.89856
H -1.21334 -2.77929 1.08753
H -0.70895 -0.91841 -0.47877
C -2.26336 -0.96437 4.90801
C -3.12540 -1.10573 5.98516
C -2.89284 -2.13689 6.88274
N -1.89063 -3.00616 6.76508
C -1.07265 -2.85709 5.72502
C -1.21153 -1.85610 4.77416
H -2.40915 -0.17179 4.18463
H -3.95908 -0.43196 6.12987
H -3.54203 -2.27866 7.74042
H -0.26605 -3.57843 5.65274
H -0.51540 -1.78734 3.95131
C 4.17450 -4.93783 -2.02178
C 3.41352 -4.82851 -3.17459
C 2.11916 -4.34210 -3.06621
N 1.56263 -3.97422 -1.91387
C 2.30575 -4.08687 -0.81309
C 3.61023 -4.55896 -0.81469
H 5.18882 -5.31368 -2.06378
H 3.81123 -5.11511 -4.13854
H 1.49273 -4.24203 -3.94614
H 1.82632 -3.78714 0.10871
H 4.16639 -4.62798 0.11040
C -4.10647 -4.76074 4.38890
C -4.85412 -5.92506 4.45618
C -4.58814 -6.93477 3.54308
N -3.65307 -6.84913 2.59979
C -2.94351 -5.72351 2.54782
C -3.12814 -4.65568 3.41368
H -4.27905 -3.95004 5.08445
H -5.62764 -6.05199 5.20134
H -5.15109 -7.86168 3.56631
H -2.18691 -5.67853 1.77134
H -2.51843 -3.76810 3.32603
C 3.64564 1.37481 3.93927
C 4.38322 1.80577 5.02980
C 4.49057 3.17044 5.25376
N 3.92545 4.09199 4.47707
C 3.22005 3.66128 3.43381
C 3.04836 2.32067 3.12217
H 3.53526 0.31819 3.73004
H 4.86591 1.10250 5.69442
H 5.05741 3.54794 6.09769
H 2.77006 4.43212 2.81766
H 2.46100 2.02821 2.26161
```

Summary:
E_HOMO, eV: -9.437
Gap between HOMO and LUMO, hartree: 0.3155

Entry 5:
Entry from the Open Molecules 2025 dataset: the molecule C28H32N2O6 at a distorted geometry (ωB97M-V/def2-TZVPD).

```
68
Properties=species:S:1:pos:R:3
C 5.77312 -2.25182 -1.76611
C 5.41681 -3.23758 -0.65772
O 4.86148 -2.60777 0.47903
C 3.60230 -2.06941 0.41881
C 2.68903 -2.35035 -0.59135
C 1.40696 -1.83418 -0.57485
C 1.00152 -1.01611 0.46697
C -0.39980 -0.45182 0.48954
C -0.68271 0.42033 -0.69528
C -1.70792 -0.10949 -1.40487
O -2.24002 0.39542 -2.51524
C -1.70159 1.56426 -2.96079
C -2.25958 2.11631 -4.11466
C -1.76661 3.30027 -4.61609
C -0.71375 3.95257 -3.97920
C -0.16086 3.41217 -2.84165
C -0.63978 2.21078 -2.31081
C -0.02986 1.65544 -1.08255
O 0.88498 2.18800 -0.47869
C -2.20884 -1.34210 -0.72719
O -3.12598 -2.06552 -1.05144
N -1.40363 -1.48550 0.34998
C -1.60388 -2.49497 1.35256
C -2.19695 -1.92597 2.64632
C -3.47755 -1.12841 2.38479
N -3.19917 0.19592 1.84615
C -2.88127 1.16166 2.88570
C -2.51664 2.50010 2.24312
O -3.57844 2.99279 1.46070
C -3.91482 2.06653 0.45666
C -4.29987 0.70918 1.04522
C 1.90293 -0.71855 1.47225
C 3.20105 -1.22019 1.46971
O 3.94656 -0.85555 2.54520
C 5.36442 -0.86847 2.49493
C 5.86170 -0.05720 3.68215
H 6.22893 -2.78384 -2.59653
H 4.88683 -1.73203 -2.12212
H 6.47726 -1.51276 -1.39171
H 4.75232 -4.02575 -1.03248
H 6.32490 -3.71256 -0.27569
H 2.96927 -2.99658 -1.40751
H 0.72185 -2.07857 -1.37295
H -0.55425 0.10638 1.41894
H -3.07544 1.59519 -4.58991
H -2.20208 3.72412 -5.50816
H -0.33521 4.88049 -4.37927
H 0.65503 3.89284 -2.32323
H -2.29302 -3.22498 0.91990
H -0.64613 -2.98267 1.56375
H -1.45831 -1.29776 3.14434
H -2.42589 -2.76099 3.30968
H -4.07709 -1.67201 1.65159
H -4.06512 -1.05842 3.31597
H -3.74126 1.31418 3.56375
H -2.03784 0.80022 3.47707
H -1.61834 2.37851 1.61863
H -2.32468 3.25436 3.00816
H -3.06137 1.94036 -0.22588
H -4.75405 2.49734 -0.09209
H -5.21503 0.83170 1.65160
H -4.50571 0.00801 0.23426
H 1.62800 -0.07006 2.28909
H 5.73853 -1.89670 2.55199
H 5.71132 -0.41984 1.55709
H 5.49489 0.96353 3.61631
H 5.49918 -0.49590 4.60765
H 6.94787 -0.04711 3.69316
```

Summary:
E_HOMO, eV: -8.090
Relative energy (zero: lowest compared OMol25 entry of this formula, charge and spin), kcal/mol: 3.75
Gap between HOMO and LUMO, hartree: 0.2908

Entry 6:
Entry from the Open Molecules 2025 dataset: the ion C5H13N2O2 with charge +1 at a distorted geometry (ωB97M-V/def2-TZVPD).

```
22
Properties=species:S:1:pos:R:3
C -0.85217 1.40994 0.17638
C 0.65689 1.48953 -0.00863
C 0.03817 -0.88762 0.05856
C -2.49752 -0.36752 -0.14346
C 2.45809 -0.20838 -0.18154
N -1.19092 0.15685 -0.46212
N 1.14584 0.14218 0.38008
O -0.22123 -1.50599 1.22565
O 0.34209 -1.71687 -0.94712
H -1.12799 1.43166 1.24125
H -1.36557 2.22433 -0.33515
H 0.89067 1.64974 -1.06251
H 1.12901 2.26210 0.59542
H -3.22817 0.31881 -0.56654
H -2.61661 -1.33662 -0.62319
H -2.67505 -0.45934 0.93352
H 2.44715 -0.06733 -1.26011
H 3.22630 0.42564 0.25534
H 2.68585 -1.25065 0.03212
H 1.20434 0.09355 1.40506
H -0.48993 -2.42581 1.09010
H 0.04074 -1.37819 -1.80311
```

Summary:
E_HOMO (spin up / spin down), eV: -7.009 / -15.334
Relative energy (zero: lowest compared OMol25 entry of this formula, charge and spin), kcal/mol: 28.57
Gap between HOMO and LUMO (spin up / spin down), hartree: 0.1590 / 0.3228
⟨S²⟩: 2.007
2S+1: 3
Total charge: +1

Entry 7:
Entry from the Open Molecules 2025 dataset: the molecule C23H21ClFN5O2S at a distorted geometry (ωB97M-V/def2-TZVPD).

```
54
Properties=species:S:1:pos:R:3
C 5.82941 -2.17617 -1.60178
O 4.81889 -1.88318 -0.66824
C 4.41632 -0.60056 -0.52393
C 5.03772 0.50028 -1.10521
C 4.61422 1.79068 -0.83225
C 3.56630 1.99241 0.04582
Cl 3.04353 3.59916 0.41646
C 2.91532 0.91686 0.62510
C 3.31263 -0.37639 0.32125
N 2.60076 -1.44552 0.88539
C 2.11282 -2.49409 0.17064
O 2.30240 -2.69525 -1.00474
C 1.23721 -3.41163 1.02275
S -0.52457 -3.02008 0.74349
C -0.59751 -1.44235 1.46289
N 0.29806 -0.87767 2.23012
N -0.14129 0.35899 2.53050
C -1.30308 0.53177 1.97549
C -2.11288 1.77747 1.99729
C -2.60195 2.12298 0.62732
C -3.89115 2.24991 0.17132
C -3.82429 2.53332 -1.20388
C -2.49849 2.56811 -1.53808
N -1.75700 2.32343 -0.42598
C -0.32262 2.27851 -0.38765
N -1.65517 -0.59649 1.27257
C -2.80216 -0.81395 0.48115
C -4.05078 -0.88730 1.08469
C -5.17716 -1.07034 0.30690
C -5.02930 -1.17934 -1.06467
F -6.12591 -1.35039 -1.82418
C -3.79064 -1.12441 -1.67817
C -2.66753 -0.94306 -0.89552
H 6.78551 -1.72514 -1.31451
H 5.92514 -3.26043 -1.59544
H 5.55289 -1.84533 -2.60693
H 5.87275 0.36331 -1.77271
H 5.10935 2.63085 -1.29215
H 2.09808 1.07340 1.31279
H 2.08732 -1.21360 1.73993
H 1.44203 -3.32935 2.08785
H 1.34115 -4.44024 0.68044
H -2.97944 1.64976 2.65023
H -1.48503 2.56647 2.42041
H -4.78078 2.15352 0.76209
H -4.65343 2.69219 -1.86355
H -2.02795 2.75696 -2.48275
H 0.08006 2.83685 -1.23143
H 0.05043 1.25127 -0.45093
H 0.05070 2.72390 0.53423
H -4.13595 -0.79870 2.15693
H -6.15942 -1.12668 0.74771
H -3.71576 -1.21785 -2.74921
H -1.68983 -0.89688 -1.34986
```

Summary:
E_HOMO, eV: -8.182
Gap between HOMO and LUMO, hartree: 0.3223

Entry 8:
Entry from the Open Molecules 2025 dataset: the molecule C4H7NO at a distorted geometry (ωB97M-V/def2-TZVPD).

```
13
Properties=species:S:1:pos:R:3
C 2.07245 -0.45537 0.01772
N 0.62746 -0.41413 -0.05898
C -0.01769 0.74399 -0.06981
C -1.39466 0.91315 -0.03231
C -2.23317 -0.23364 0.01184
O -1.86159 -1.40661 -0.04529
H 2.48489 0.53502 -0.46314
H 2.49538 -0.56808 1.17593
H 2.43344 -1.39998 -0.59649
H 0.02310 -1.25497 -0.02597
H 0.59777 1.67269 -0.18017
H -1.92128 1.88612 0.20785
H -3.30611 -0.01820 0.05880
```

Summary:
E_HOMO, eV: -8.391
Relative energy (zero: lowest compared OMol25 entry of this formula, charge and spin), kcal/mol: 43.12
Gap between HOMO and LUMO, hartree: 0.3387